# 1
C6H13CsO4 as an isolated structure at a distorted geometry. Source: the Open Molecules 2025 dataset; level of theory: ωB97M-V with the def2-TZVPD basis set.

For the total energy, the calculation gives -15168.273 eV. The charge is 0. The gap between HOMO and LUMO is 0.2135 hartree. As for the HOMO energy: -0.253 hartree. The spin multiplicity is 1. For the LUMO energy, the calculation gives -1.086 eV.

Geometry (Å):
C (-0.073, -3.682, -1.340)
C (-0.367, -2.277, -1.855)
O (-0.208, -1.296, -0.873)
H (-0.256, -4.429, -2.128)
H (0.968, -3.764, -0.996)
H (-0.714, -3.907, -0.475)
H (-1.368, -2.288, -2.329)
H (0.307, -2.020, -2.696)
O (2.521, -1.187, -0.229)
C (1.600, -0.311, -0.712)
O (1.300, 0.604, 0.115)
O (1.969, 0.064, -1.968)
C (1.289, 1.160, -2.555)
H (0.226, 0.919, -2.710)
H (1.383, 2.051, -1.921)
H (1.770, 1.339, -3.522)
C (3.387, -1.942, -1.081)
H (3.460, -2.926, -0.598)
H (2.906, -2.080, -2.057)
C (4.759, -1.315, -1.221)
H (4.698, -0.331, -1.702)
H (5.238, -1.204, -0.239)
H (5.393, -1.966, -1.840)
Cs (-2.310, 1.285, 1.195)

natural (NBO) population analysis, charges in e, atoms 1 to 5: atom 1 (C): -0.63, atom 2 (C): -0.05, atom 3 (O): -0.88, atom 4 (H): 0.19, atom 5 (H): 0.20

=====

# 2
An isolated ion of composition C6H13F2N4 and charge +1 at a distorted geometry. Source: the Open Molecules 2025 dataset; level of theory: ωB97M-V with the def2-TZVPD basis set.

For the total energy, the calculation gives -17813.964 eV. The charge is +1. The gap between HOMO and LUMO (alpha / beta) is 0.2526 / 0.2602 hartree. As for the HOMO energy (alpha / beta): -0.406 / -0.517 hartree. As for the expectation value of S²: 2.01. The spin multiplicity is 3. For the LUMO energy (alpha / beta), the calculation gives -4.169 / -6.980 eV.

Geometry (Å):
C (-0.684, 0.513, -0.047)
C (-1.927, 2.332, -1.380)
C (1.176, 2.442, -0.114)
C (0.440, -2.837, 1.520)
C (-1.948, 1.251, -0.208)
C (0.692, 1.078, 0.424)
N (0.278, -1.672, -0.485)
N (-0.666, -0.873, -0.257)
N (1.781, -3.365, -0.406)
N (0.715, -2.607, 0.100)
F (1.655, 0.159, 0.125)
F (0.642, 1.100, 1.785)
H (-2.910, 2.462, -1.855)
H (-1.733, 3.314, -0.975)
H (-1.204, 2.238, -2.163)
H (2.062, 2.621, 0.536)
H (1.084, 2.484, -1.208)
H (0.501, 3.223, 0.069)
H (-0.596, -2.619, 1.618)
H (0.695, -3.816, 1.996)
H (0.969, -1.977, 2.012)
H (-2.716, 0.456, -0.297)
H (-1.985, 1.777, 0.666)
H (1.695, -4.249, -0.034)
H (1.984, -3.433, -1.422)

natural (NBO) population analysis, charges in e, atoms 1 to 5: atom 1 (C): 0.20, atom 2 (C): -0.61, atom 3 (C): -0.68, atom 4 (C): -0.48, atom 5 (C): -0.48

=====

# 3
C6H13HfN2 as an isolated structure at a distorted geometry. Source: the Open Molecules 2025 dataset; level of theory: ωB97M-V with the def2-TZVPD basis set.

For the total energy, the calculation gives -10711.080 eV. The charge is +1. The gap between HOMO and LUMO is 0.3128 hartree. As for the HOMO energy: -0.470 hartree. The energy above the lowest of the compared OMol25 structures with the same formula, charge and spin is 0.0 kJ/mol. The spin multiplicity is 1. For the LUMO energy, the calculation gives -4.277 eV.

Geometry (Å):
C (0.148, -0.576, -2.947)
Hf (-0.427, -1.223, -1.002)
N (-1.139, -3.045, 0.385)
H (1.088, -1.973, -0.798)
H (-0.350, -3.297, 0.996)
H (-2.115, -1.510, -0.704)
H (-0.169, -1.402, -3.594)
H (1.244, -0.356, -3.028)
H (-0.438, 0.347, -3.061)
H (-1.923, -2.635, 0.904)
H (-1.462, -3.807, -0.222)
C (0.844, 2.700, 1.862)
C (0.460, 2.895, 0.535)
C (0.068, 1.797, -0.232)
N (0.015, 0.530, 0.293)
C (0.413, 0.342, 1.590)
C (0.807, 1.408, 2.395)
H (1.176, 3.536, 2.475)
H (0.449, 3.887, 0.075)
H (-0.181, 1.877, -1.294)
H (0.419, -0.699, 1.938)
H (1.075, 1.206, 3.435)

natural (NBO) population analysis, charges in e, atoms 1 to 5: atom 1 (C): -1.29, atom 2 (Hf): 2.10, atom 3 (N): -1.10, atom 4 (H): -0.46, atom 5 (H): 0.41

=====

# 4
A single C6H13INO2PS molecule at a distorted geometry. Source: the Open Molecules 2025 dataset; level of theory: ωB97M-V with the def2-TZVPD basis set.

For the total energy, the calculation gives -40235.490 eV. The charge is 0. The gap between HOMO and LUMO (alpha / beta) is 0.2181 / 0.2263 hartree. As for the HOMO energy (alpha / beta): -0.195 / -0.358 hartree. As for the expectation value of S²: 2.01. The spin multiplicity is 3. For the LUMO energy (alpha / beta), the calculation gives 0.628 / -3.590 eV.

Geometry (Å):
C (-2.061, 0.147, 0.225)
C (-1.242, 1.485, 0.440)
C (-1.029, -0.910, 0.553)
C (0.623, 0.266, -0.512)
C (-0.235, 1.492, -0.742)
C (0.724, 2.644, -0.636)
N (-0.169, -0.965, -0.576)
O (1.875, -2.368, -1.365)
O (-0.242, -3.400, -0.390)
P (1.678, -2.181, 1.512)
S (0.752, -2.340, -0.444)
I (2.082, 2.818, -2.340)
H (-3.059, 0.045, 0.769)
H (-2.476, -0.018, -0.837)
H (-1.984, 2.435, 0.320)
H (-0.719, 1.627, 1.434)
H (-0.641, -0.654, 1.527)
H (-1.569, -1.820, 0.603)
H (1.355, 0.180, -1.198)
H (1.309, 0.335, 0.421)
H (-0.590, 1.450, -1.709)
H (1.403, 2.543, 0.105)
H (0.378, 3.638, -0.633)
H (2.772, -3.135, 1.237)
H (1.065, -3.312, 2.235)

natural (NBO) population analysis, charges in e, atoms 1 to 5: atom 1 (C): -0.41, atom 2 (C): -0.40, atom 3 (C): -0.29, atom 4 (C): -0.24, atom 5 (C): -0.29

=====

# 5
C6H13Mg2O5 as an isolated structure at a distorted geometry. Source: the Open Molecules 2025 dataset; level of theory: ωB97M-V with the def2-TZVPD basis set.

For the total energy, the calculation gives -27544.616 eV. The charge is +2. The gap between HOMO and LUMO (alpha / beta) is 0.2370 / 0.3277 hartree. As for the HOMO energy (alpha / beta): -0.543 / -0.664 hartree. The energy above the lowest of the compared OMol25 structures with the same formula, charge and spin is 0.0 kJ/mol. As for the expectation value of S²: 0.75. The spin multiplicity is 2. For the LUMO energy (alpha / beta), the calculation gives -8.315 / -9.146 eV.

Geometry (Å):
O (-0.852, -1.245, -0.484)
C (-2.085, -1.880, -0.169)
C (-3.000, -0.930, 0.583)
O (-3.004, 0.323, -0.113)
C (-3.957, 1.259, 0.391)
Mg (-1.177, 0.782, -0.868)
H (-1.919, -2.784, 0.434)
H (-2.545, -2.177, -1.121)
H (-2.653, -0.755, 1.613)
H (-4.022, -1.333, 0.615)
H (-3.705, 2.242, -0.019)
H (-4.963, 0.967, 0.062)
H (-3.910, 1.284, 1.489)
O (0.224, 0.454, 0.657)
C (0.189, -0.873, 0.691)
O (1.346, -1.536, 0.381)
C (2.562, -0.931, 0.723)
O (2.903, 0.090, -0.200)
C (3.470, -0.385, -1.436)
Mg (1.577, 1.657, -0.216)
H (-0.269, -1.279, 1.605)
H (3.327, -1.714, 0.683)
H (2.515, -0.490, 1.725)
H (3.624, 0.489, -2.079)
H (4.436, -0.859, -1.228)
H (2.779, -1.087, -1.920)

natural (NBO) population analysis, charges in e, atoms 1 to 5: atom 1 (O): -0.71, atom 2 (C): -0.11, atom 3 (C): -0.11, atom 4 (O): -0.69, atom 5 (C): -0.26

=====

# 6
C6H13MgNdO5 as an isolated structure at a distorted geometry. Source: the Open Molecules 2025 dataset; level of theory: ωB97M-V with the def2-TZVPD basis set.

For the total energy, the calculation gives -37361.647 eV. The charge is +3. The gap between HOMO and LUMO (alpha / beta) is 0.2071 / 0.2980 hartree. As for the HOMO energy (alpha / beta): -0.684 / -0.768 hartree. The energy above the lowest of the compared OMol25 structures with the same formula, charge and spin is 75.8 kJ/mol. As for the expectation value of S²: 6.01. The spin multiplicity is 5. For the LUMO energy (alpha / beta), the calculation gives -12.988 / -12.778 eV.

Geometry (Å):
O (-0.671, -0.655, -0.655)
C (-1.852, -1.398, -0.502)
C (-2.875, -0.621, 0.317)
O (-2.912, 0.723, -0.190)
C (-3.890, 1.550, 0.433)
Nd (-0.891, 1.496, -1.055)
H (-1.665, -2.357, 0.010)
H (-2.282, -1.636, -1.491)
H (-2.585, -0.575, 1.379)
H (-3.877, -1.065, 0.233)
H (-3.760, 2.568, 0.052)
H (-4.891, 1.185, 0.167)
H (-3.753, 1.541, 1.523)
O (0.998, 1.048, 0.758)
C (0.968, -0.212, 0.947)
O (2.048, -0.957, 0.857)
C (3.333, -0.342, 0.821)
O (3.489, 0.464, -0.312)
C (3.703, -0.249, -1.550)
Mg (2.360, 2.197, -0.338)
H (0.213, -0.597, 1.640)
H (4.051, -1.168, 0.805)
H (3.468, 0.279, 1.714)
H (3.891, 0.503, -2.323)
H (4.581, -0.896, -1.441)
H (2.803, -0.826, -1.801)

Mulliken population analysis, charges in e, atoms 1 to 5: atom 1 (O): -0.72, atom 2 (C): -0.57, atom 3 (C): -0.31, atom 4 (O): -0.35, atom 5 (C): -0.69

=====

# 7
A single C6H13N molecule. Source: the Open Molecules 2025 dataset; level of theory: ωB97M-V with the def2-TZVPD basis set.

For the total energy, the calculation gives -7920.915 eV. The charge is 0. The gap between HOMO and LUMO is 0.3520 hartree. As for the HOMO energy: -0.312 hartree. The energy above the lowest of the compared OMol25 structures with the same formula, charge and spin is 185.0 kJ/mol. The spin multiplicity is 1. For the LUMO energy, the calculation gives 1.088 eV.

Geometry (Å):
C (1.241, -1.954, 0.674)
C (0.220, -0.774, 0.742)
N (0.689, 0.292, -0.063)
C (1.382, 1.443, 0.426)
C (-0.690, 0.084, -0.292)
C (-1.613, 1.301, 0.004)
C (-1.159, -0.663, -1.521)
H (2.245, -1.485, 0.648)
H (1.246, -2.617, 1.553)
H (1.183, -2.580, -0.224)
H (-0.168, -0.630, 1.752)
H (1.628, 2.084, -0.424)
H (0.856, 2.031, 1.194)
H (2.315, 1.064, 0.860)
H (-2.673, 1.108, -0.207)
H (-1.542, 1.720, 1.013)
H (-1.327, 2.121, -0.687)
H (-0.411, -1.395, -1.823)
H (-1.394, -0.020, -2.378)
H (-2.078, -1.199, -1.256)

natural (NBO) population analysis, charges in e, atoms 1 to 5: atom 1 (C): -0.62, atom 2 (C): -0.08, atom 3 (N): -0.45, atom 4 (C): -0.41, atom 5 (C): 0.16

=====

# 8
A single C6H13N molecule at a distorted geometry. Source: the Open Molecules 2025 dataset; level of theory: ωB97M-V with the def2-TZVPD basis set.

For the total energy, the calculation gives -7921.949 eV. The charge is 0. The gap between HOMO and LUMO is 0.3857 hartree. As for the HOMO energy: -0.344 hartree. The energy above the lowest of the compared OMol25 structures with the same formula, charge and spin is 85.3 kJ/mol. The spin multiplicity is 1. For the LUMO energy, the calculation gives 1.123 eV.

Geometry (Å):
H (-0.576, -2.183, 2.298)
N (-1.099, -1.383, 1.945)
C (-0.501, -0.604, 1.172)
C (-1.239, 0.767, 0.660)
C (-2.063, 0.452, -0.588)
C (0.959, -0.806, 0.685)
C (1.564, 0.353, -0.084)
C (1.626, 0.165, -1.593)
H (-0.731, 1.726, 0.558)
H (-1.925, 0.976, 1.480)
H (-2.639, 1.322, -0.901)
H (-2.749, -0.364, -0.385)
H (-1.424, 0.135, -1.410)
H (1.532, -0.983, 1.600)
H (0.952, -1.715, 0.076)
H (2.564, 0.567, 0.305)
H (0.815, 1.218, 0.121)
H (2.135, 1.008, -2.060)
H (2.161, -0.761, -1.855)
H (0.640, 0.108, -2.021)

natural (NBO) population analysis, charges in e, atoms 1 to 5: atom 1 (H): 0.34, atom 2 (N): -0.65, atom 3 (C): 0.37, atom 4 (C): -0.47, atom 5 (C): -0.60

=====

# 9
A 2-piece molecular cluster, C6H13N overall at a distorted geometry. Source: the Open Molecules 2025 dataset; level of theory: ωB97M-V with the def2-TZVPD basis set.

For the total energy, the calculation gives -7916.498 eV. The charge is 0. The gap between HOMO and LUMO is 0.2602 hartree. As for the HOMO energy: -0.281 hartree. The energy above the lowest of the compared OMol25 structures with the same formula, charge and spin is 611.2 kJ/mol. The spin multiplicity is 1. For the LUMO energy, the calculation gives -0.566 eV.

Geometry (Å):
C (0.150, -1.446, 0.388)
C (1.055, -0.706, -0.501)
C (1.912, 0.201, 0.112)
C (2.687, 1.240, -0.484)
C (-1.217, -0.861, 0.716)
N (-2.181, -0.438, -0.371)
C (-2.661, 0.990, -0.269)
H (0.005, -2.476, 0.114)
H (0.768, -1.572, 1.340)
H (3.582, -0.397, -0.397)
H (1.089, -0.895, -1.594)
H (1.841, 0.356, 1.300)
H (3.051, 2.099, 0.123)
H (2.360, 1.525, -1.491)
H (-0.889, 0.047, 1.285)
H (-1.771, -1.343, 1.526)
H (-1.547, -0.322, -1.150)
H (-3.588, 1.131, -0.752)
H (-2.893, 1.365, 0.753)
H (-1.752, 1.502, -0.647)

natural (NBO) population analysis, charges in e, atoms 1 to 5: atom 1 (C): -0.44, atom 2 (C): -0.34, atom 3 (C): -0.28, atom 4 (C): -0.37, atom 5 (C): -0.22

=====

# 10
A single C6H13N molecule at a distorted geometry. Source: the Open Molecules 2025 dataset; level of theory: ωB97M-V with the def2-TZVPD basis set.

For the total energy, the calculation gives -7921.016 eV. The charge is 0. The gap between HOMO and LUMO is 0.3294 hartree. As for the HOMO energy: -0.294 hartree. The energy above the lowest of the compared OMol25 structures with the same formula, charge and spin is 175.3 kJ/mol. The spin multiplicity is 1. For the LUMO energy, the calculation gives 0.955 eV.

Geometry (Å):
C (-0.641, -2.972, -1.318)
C (-0.258, -1.945, -0.196)
C (-0.399, -0.554, -0.690)
C (0.067, 0.524, 0.339)
C (-0.963, 0.803, 1.500)
C (1.018, 1.534, -0.067)
N (1.485, 2.799, 0.553)
H (-1.568, -2.688, -1.867)
H (0.268, -3.162, -1.860)
H (-0.919, -3.981, -0.786)
H (0.788, -2.127, 0.045)
H (-0.837, -2.227, 0.689)
H (0.142, -0.369, -1.635)
H (-1.522, -0.346, -0.892)
H (-1.532, -0.107, 1.637)
H (-1.657, 1.705, 1.308)
H (-0.348, 1.253, 2.334)
H (1.498, 1.288, -0.993)
H (0.678, 3.346, 0.983)
H (1.668, 3.487, -0.238)

natural (NBO) population analysis, charges in e, atoms 1 to 5: atom 1 (C): -0.61, atom 2 (C): -0.41, atom 3 (C): -0.42, atom 4 (C): -0.04, atom 5 (C): -0.67

=====

# 11
A 2-piece molecular cluster, C6H13N overall. Source: the Open Molecules 2025 dataset; level of theory: ωB97M-V with the def2-TZVPD basis set.

For the total energy, the calculation gives -7921.112 eV. The charge is 0. The gap between HOMO and LUMO is 0.3936 hartree. As for the HOMO energy: -0.355 hartree. The energy above the lowest of the compared OMol25 structures with the same formula, charge and spin is 166.1 kJ/mol. The spin multiplicity is 1. For the LUMO energy, the calculation gives 1.052 eV.

Geometry (Å):
C (-0.082, -0.928, -1.615)
C (-0.846, -0.671, -0.563)
C (-2.356, -0.642, -0.636)
C (-3.008, -1.163, 0.638)
H (0.997, -0.955, -1.598)
H (-0.577, -1.100, -2.565)
H (-0.460, -0.540, 0.443)
H (-2.716, 0.371, -0.844)
H (-2.681, -1.207, -1.512)
H (-2.830, -0.532, 1.510)
H (-4.095, -1.191, 0.524)
H (-2.708, -2.180, 0.892)
C (2.099, 1.126, 1.815)
N (3.112, 0.823, 1.124)
C (3.173, 1.467, -0.189)
H (2.008, 0.642, 2.782)
H (1.370, 1.869, 1.486)
H (3.478, 2.512, -0.163)
H (2.221, 1.357, -0.715)
H (3.899, 0.942, -0.812)

natural (NBO) population analysis, charges in e, atoms 1 to 5: atom 1 (C): -0.40, atom 2 (C): -0.17, atom 3 (C): -0.44, atom 4 (C): -0.60, atom 5 (H): 0.20